Record 1
DFT (wB97M-V/def2-TZVPD) results for a 8-piece molecular cluster, C4H24NO8S2 overall in a non-equilibrium geometry.

As for the net charge: -1. For the energy above the lowest of the compared OMol25 structures with the same formula, charge and spin, the calculation gives 67.0 kcal/mol.

Geometry as XYZ:
```
39
Properties=species:S:1:pos:R:3:forces:R:3:nbo_charge:R:1
S 2.055729 -2.588473 0.902783 0.2 -1.2 0.1 -0.74
S 0.386049 -1.780243 -0.774606 0.7 -0.5 0.3 0.39
C -1.090048 -1.713341 0.302997 -0.6 -2.3 1.9 -0.60
C -2.270274 -1.215020 -0.597313 1.8 1.4 -0.2 -0.09
C -1.845956 -0.965603 -2.048947 1.4 -3.1 0.7 -0.06
O -0.455569 -0.914817 -2.122207 -0.7 0.7 -0.2 -0.80
N -2.639352 0.081111 -0.028247 -3.0 -0.5 -0.4 -0.64
C -3.275489 -0.217643 1.255231 0.5 -2.9 -1.6 -0.41
H 2.352481 -3.881712 0.463144 -0.4 1.2 0.4 0.12
H -0.830871 -1.188442 1.332418 -0.6 -0.2 -2.5 0.20
H -1.551446 -2.696171 0.788757 1.8 1.1 -1.3 0.22
H -3.020342 -2.021870 -0.707520 -0.3 1.0 1.0 0.20
H -2.230053 -1.757834 -2.698647 0.1 -0.6 0.0 0.14
H -2.303536 -0.130216 -2.415254 -1.1 2.7 -0.7 0.18
H -1.839897 0.697710 0.061990 0.0 -0.3 0.0 0.36
H -3.948846 -1.142263 1.138863 0.9 1.3 -0.1 0.17
H -2.464978 -0.543382 1.870000 -0.2 0.2 1.6 0.18
H -3.911237 0.506437 1.606738 -1.0 2.1 1.1 0.19
H 1.612627 1.656659 2.554932 2.1 1.3 -2.0 0.48
H 1.654498 0.397230 3.534211 -0.5 1.6 -1.0 0.51
O 1.166535 1.213677 3.210701 -0.6 -2.8 2.9 -0.97
H 0.931784 -0.147140 -2.817000 -1.2 -0.4 0.1 0.50
H 2.246243 -0.172216 -2.043154 -1.1 0.4 -2.2 0.48
O 1.848107 0.056806 -2.961475 2.4 -0.6 1.7 -1.00
H 0.387581 3.325355 2.784981 -0.4 -0.6 -0.4 0.48
H 1.474188 3.830691 1.717171 -0.6 -0.3 -0.1 0.48
O 1.055575 3.961075 2.570882 1.0 1.3 0.5 -0.96
H 0.231194 1.217602 0.671361 -1.7 -0.9 -0.1 0.47
H 1.313749 1.922274 0.427163 -0.7 1.1 -1.8 0.46
O 0.367725 1.969229 0.086491 2.4 -0.4 1.6 -0.94
H 3.064618 1.531555 -2.515376 -1.4 0.8 0.5 0.50
H 1.786867 2.303250 -1.828928 1.2 -0.8 -0.8 0.49
O 2.764256 2.196332 -1.858914 0.4 0.8 0.6 -1.00
H -0.700517 -0.818937 3.524897 0.3 -1.5 -0.7 0.46
H -0.266826 0.581388 3.660254 1.2 1.5 -0.7 0.48
O -0.900749 -0.021059 3.964780 -2.3 -0.5 1.7 -0.96
H -0.933305 1.413897 -3.280206 -0.1 1.7 0.8 0.48
H -0.894969 2.449117 -2.092936 0.2 -0.3 0.6 0.48
O -1.078557 2.372296 -3.023105 0.0 -1.4 -1.4 -0.96
```
Forces are in eV/Å.

Record 2
DFT (wB97M-V/def2-TZVPD) results for a 8-piece molecular cluster, C4H24NO9 overall in a non-equilibrium geometry.

As for the net charge: +1. For the energy above the lowest of the compared OMol25 structures with the same formula, charge and spin, the calculation gives 47.7 kcal/mol.

Geometry as XYZ:
```
38
Properties=species:S:1:pos:R:3:forces:R:3:nbo_charge:R:1
C 2.680418 -0.537438 -0.913473 -1.5 0.5 -0.8 -0.63
C 1.316998 -0.823558 -0.147869 1.1 2.3 -2.0 -0.02
C 0.332255 -1.244450 -1.197654 -2.2 1.6 -1.5 -0.54
C -1.063097 -1.639301 -0.694579 2.2 -2.8 0.9 0.80
O -1.924902 -2.234048 -1.541577 -0.1 1.0 0.2 -0.67
O -1.159638 -1.727781 0.500905 -1.0 0.7 0.5 -0.60
N 0.813889 0.532143 0.354348 1.9 -1.0 1.3 -0.74
H 2.720061 0.526775 -1.144692 -0.2 0.1 -0.6 0.21
H 3.519459 -0.620329 -0.290579 1.2 -0.7 1.0 0.23
H 2.833860 -1.127659 -1.854820 -0.3 0.5 1.0 0.24
H 1.603030 -1.417999 0.677121 -0.8 -1.0 0.7 0.23
H 0.082712 -0.425460 -1.938119 1.0 -0.3 0.8 0.23
H 0.846580 -1.969119 -1.765417 -0.3 -1.0 -0.7 0.28
H -2.680559 -2.559476 -1.000487 0.5 0.3 -0.3 0.51
H 0.435488 0.948340 -0.507757 0.0 0.6 0.9 0.45
H 0.203887 0.467649 1.209637 -0.2 0.0 -1.3 0.51
H 1.651749 1.026885 0.740382 -1.1 0.2 -0.7 0.45
H -1.453214 1.415290 2.764031 0.2 -1.3 -0.1 0.49
H -1.765913 2.186089 1.661926 0.3 -0.4 -1.3 0.50
O -1.498680 1.251527 1.799675 0.4 2.8 1.3 -0.95
H -2.808682 0.293860 1.251054 -1.2 -2.1 1.8 0.48
H -3.945700 -0.038784 2.265433 -1.5 0.9 0.9 0.46
O -3.264549 -0.451880 1.787641 1.6 0.2 -2.4 -0.96
H 1.355297 3.688027 2.153941 0.1 -1.1 0.0 0.49
H 0.973109 3.877390 0.800993 -0.3 0.2 -1.2 0.48
O 1.158427 3.134834 1.366946 0.3 0.9 1.2 -0.96
H 0.406004 -4.266275 -1.771627 -0.2 -0.8 -0.7 0.49
H 0.336578 -4.431734 -0.207977 0.3 0.8 -1.4 0.50
O 0.511264 -3.798906 -0.957814 0.1 -1.0 2.4 -0.97
H -0.065426 -0.788299 3.236321 0.4 -0.4 -0.1 0.50
H 1.342240 -1.413554 2.879738 -0.9 0.8 0.4 0.49
O 0.853163 -0.569387 3.011930 0.3 -0.5 -0.2 -0.97
H 0.906397 1.326009 -3.440218 0.0 -0.1 -0.2 0.50
H 0.661671 2.704859 -2.778213 -0.2 -1.3 -0.1 0.50
O 0.455927 1.736197 -2.697342 0.2 1.6 0.4 -0.98
H -2.788038 1.893590 -0.999235 0.6 0.4 -0.4 0.48
H -1.362084 2.396690 -1.504553 -1.3 -0.1 0.2 0.48
O -2.219968 2.679282 -1.108008 0.7 -0.5 0.1 -0.95
```
Forces are in eV/Å.

Calculated total energy, record by record: -44076.1713; -24448.4751 eV